Molecular formula: C39H76O23
Method: DFT, wB97M-V/def2-TZVPD

Last column: Löwdin charge in e.
Geometry (Å):
C -4.1262 -1.1098 -4.0716  -0.09
O -3.6865 -1.9176 -2.9355  -0.14
H -3.3305 -0.6000 -4.5504  0.03
H -4.6419 -1.8083 -4.7716  0.10
H -4.8945 -0.4400 -3.8193  0.06
H -3.0511 -2.5249 -3.3471  0.03
C 4.0524 2.4966 3.0325  -0.10
O 2.6410 2.5479 2.7165  -0.16
H 4.4959 3.3689 2.7090  0.04
H 4.2163 2.3878 4.0928  0.08
H 4.3825 1.6960 2.3693  0.08
H 2.1111 2.9380 3.4504  0.04
C -1.4593 -3.2178 -5.4057  -0.17
O -1.5602 -3.3835 -4.0470  -0.13
H -2.2524 -3.8602 -5.8770  0.10
H -1.6672 -2.1657 -5.7393  0.07
H -0.4690 -3.4981 -5.8555  0.09
H -0.9434 -2.9837 -3.4514  0.04
C 1.4259 -3.4149 -1.5747  -0.09
O 0.3676 -2.4678 -2.0184  -0.17
H 2.2925 -2.7729 -1.3024  0.08
H 1.1619 -3.9244 -0.6823  0.03
H 1.7447 -4.1331 -2.3513  0.10
H 0.7197 -1.5605 -1.8540  0.03
C 3.8640 0.9577 -0.5685  -0.11
O 2.8350 1.9385 -0.5410  -0.15
H 3.5307 0.0960 0.0381  0.09
H 3.9758 0.7397 -1.6506  0.10
H 4.8174 1.2712 -0.1367  0.08
H 2.6610 2.3066 0.3063  0.04
C -3.4501 -1.5636 0.1928  -0.15
O -3.5362 -0.3456 -0.5357  -0.13
H -3.3144 -1.3212 1.2338  0.05
H -4.3919 -2.1691 0.1881  0.10
H -2.5388 -2.0838 -0.0750  0.06
H -3.4836 -0.6303 -1.4574  0.03
C -0.4725 0.5617 -1.3303  -0.11
O 0.8641 0.0927 -1.4511  -0.14
H -0.8396 0.3590 -0.3212  0.06
H -0.4183 1.6086 -1.4102  0.06
H -1.0841 0.0492 -2.0807  0.09
H 1.5041 0.7354 -1.1155  0.04
O -0.1880 2.6463 1.1185  0.10
C 0.2582 3.7856 1.1833  -0.45
O 1.2610 4.2387 0.4191  -0.02
C 1.6623 5.5576 0.7640  -0.13
C 0.4030 6.1918 1.4136  -0.10
C -0.2727 4.9186 2.0545  -0.04
H 1.8720 6.0092 -0.2217  0.12
H 2.6121 5.5273 1.3811  0.15
H -0.3134 6.5976 0.7035  0.11
H 0.5171 7.0134 2.1286  0.11
H -1.3097 5.0496 1.8254  0.09
H -0.1907 4.6061 3.1122  0.13
O -0.2806 -6.2237 -0.2112  0.11
C -1.2293 -6.0184 -0.9276  -0.45
O -1.4854 -6.8532 -2.0062  0.03
C -2.6742 -6.4828 -2.6422  -0.19
C -3.3895 -5.3464 -1.8649  -0.11
C -2.2179 -4.9337 -0.9471  -0.09
H -3.3588 -7.2899 -2.8423  0.11
H -2.3191 -6.1324 -3.6160  0.12
H -4.2547 -5.7340 -1.2925  0.11
H -3.8660 -4.5204 -2.4077  0.10
H -2.5854 -4.6363 0.0076  0.11
H -1.6273 -4.1121 -1.3667  0.12
O -1.6083 0.4685 -5.3497  0.10
C -2.2060 1.4094 -4.8938  -0.50
O -2.3170 1.5178 -3.5554  -0.01
C -3.0908 2.6516 -3.1437  -0.11
C -3.0304 3.5772 -4.3952  -0.11
C -2.8898 2.5501 -5.5794  -0.04
H -2.5178 3.1445 -2.3427  0.13
H -4.0665 2.3711 -2.8305  0.11
H -2.2477 4.2911 -4.3866  0.09
H -3.8827 4.2539 -4.4268  0.11
H -2.3406 2.8908 -6.4402  0.12
H -3.8592 2.2574 -5.9314  0.12
O -1.5928 1.8449 4.1439  0.11
C -2.4531 2.1855 3.3556  -0.42
O -3.0531 3.3994 3.4405  0.03
C -3.9164 3.6082 2.3531  -0.17
C -3.6341 2.5212 1.2773  -0.13
C -3.0788 1.4189 2.1692  -0.07
H -3.7821 4.5821 1.8608  0.12
H -4.9704 3.5837 2.5727  0.12
H -2.9021 2.8534 0.5665  0.10
H -4.4889 2.2194 0.7336  0.10
H -2.2781 0.8579 1.7327  0.09
H -3.9158 0.7446 2.5192  0.15
O 1.3395 3.2469 5.0886  0.10
C 0.8745 2.3128 5.6716  -0.45
O 1.0715 1.0538 5.1642  0.02
C 0.5348 0.1054 6.0243  -0.19
C 0.2038 0.8317 7.3281  -0.14
C 0.0684 2.2858 6.9490  -0.07
H 1.2739 -0.7024 6.1684  0.14
H -0.3657 -0.3183 5.6318  0.11
H 1.1274 0.6955 7.9056  0.12
H -0.6103 0.4461 7.9685  0.13
H 0.3867 3.0154 7.6806  0.13
H -0.9136 2.6185 6.6601  0.12
O 3.9652 -4.7239 -0.1951  0.08
C 4.2155 -5.6169 0.6225  -0.46
O 4.2010 -6.9274 0.2468  0.05
C 4.7482 -7.6527 1.3012  -0.20
C 4.5614 -6.8411 2.5629  -0.12
C 4.6128 -5.4143 2.0065  -0.08
H 5.8076 -7.7919 1.1479  0.12
H 4.2723 -8.6513 1.4159  0.14
H 5.2994 -6.9670 3.2854  0.09
H 3.5566 -7.0419 2.9790  0.13
H 5.5610 -4.8011 2.0436  0.17
H 3.8399 -4.7591 2.2826  0.09
O 2.5212 -3.0325 3.7408  0.09
C 1.8708 -2.3544 2.9738  -0.52
O 1.4660 -1.1283 3.2361  0.03
C 0.5124 -0.6180 2.3233  -0.12
C 0.1397 -1.8813 1.5102  -0.10
C 1.4122 -2.7734 1.6242  -0.07
H 0.9632 0.2539 1.7572  0.13
H -0.2942 -0.1875 2.8824  0.10
H -0.2458 -1.5985 0.4953  0.10
H -0.6169 -2.4322 1.9777  0.09
H 2.1525 -2.6918 0.8363  0.10
H 1.2731 -3.8697 1.7975  0.14
O -0.0749 5.6054 -2.5089  0.09
C 1.0467 5.2796 -2.8294  -0.49
O 1.9913 6.1580 -3.2245  0.01
C 3.2205 5.4452 -3.6258  -0.14
C 3.2047 4.2384 -2.7723  -0.14
C 1.6747 3.9208 -2.7215  -0.07
H 3.9101 6.2495 -3.5738  0.11
H 3.1487 5.1672 -4.7071  0.14
H 3.5071 4.5370 -1.7658  0.12
H 3.8276 3.4507 -3.2087  0.13
H 1.4170 3.2698 -1.8670  0.10
H 1.3880 3.2732 -3.5060  0.12

Cartesian forces, eV/Å:
C -0.529 -2.821 -0.060
O -0.498 1.208 -0.812
H 0.720 0.139 -0.331
H 0.550 0.448 0.040
H -0.844 1.043 1.023
H 0.406 -0.197 0.244
C -2.470 -1.376 -0.506
O -0.068 0.411 0.161
H 1.200 2.124 -0.632
H 0.225 -0.557 0.258
H 0.576 -0.259 0.698
H 0.622 -0.454 -0.219
C 0.094 0.648 -2.359
O -1.704 -1.261 0.987
H 0.794 0.472 0.409
H 0.200 -0.703 0.345
H -0.712 0.057 0.579
H 1.545 0.888 0.253
C 0.490 2.117 -0.954
O 0.796 -1.219 0.182
H -0.243 -0.640 -0.341
H -0.656 -0.616 0.555
H -0.455 0.487 0.197
H -0.254 -0.465 -0.108
C -0.475 -0.311 0.118
O 0.253 -0.169 -1.541
H 0.245 -0.080 -0.607
H 0.152 -0.320 0.837
H -0.033 0.370 -0.183
H -0.140 0.347 1.599
C -0.519 0.305 0.478
O -0.263 -0.292 0.213
H 0.057 0.372 0.534
H 0.826 0.202 -0.575
H -0.112 -0.638 -0.371
H -0.026 -0.014 -0.290
C 0.439 -1.167 0.702
O 0.451 -0.674 -0.311
H -0.239 -0.132 -0.077
H -0.600 1.472 -0.534
H 0.169 0.409 0.228
H -0.149 0.261 0.175
O 0.956 1.738 -0.121
C -1.312 -1.060 0.370
O 0.146 -1.071 0.146
C 0.229 1.217 -0.472
C 0.115 -0.937 1.499
C 0.393 0.273 -0.751
H 0.181 0.146 0.610
H -1.262 0.031 -0.445
H 0.298 -0.265 -0.545
H 0.661 -0.343 -0.025
H -0.839 -0.469 0.184
H 0.364 0.675 -0.380
O -0.884 0.451 -0.456
C 0.995 -2.024 -0.215
O 0.318 -0.040 1.876
C -0.851 1.491 -2.162
C 0.425 -0.565 0.772
C -0.980 1.250 -0.543
H 0.115 -0.761 0.312
H -0.467 0.220 -0.138
H 0.687 -0.161 0.104
H 0.788 -0.247 -0.399
H 0.200 0.175 0.896
H -0.279 0.309 -0.013
O -0.173 0.506 -0.388
C 0.601 -0.794 0.240
O -0.434 -0.198 0.277
C 2.315 1.600 -1.043
C -1.384 -0.771 -0.448
C -0.081 1.294 1.314
H -0.477 -0.379 0.037
H -0.833 -0.359 0.175
H 1.396 0.165 0.314
H -0.505 -0.422 -0.313
H 0.348 0.160 -0.154
H -0.601 -0.444 -0.140
O -1.210 0.360 -1.002
C 0.164 -0.749 0.450
O 0.303 0.144 0.269
C -0.595 0.388 -2.650
C 0.824 0.122 1.625
C -0.239 -0.071 0.764
H 0.438 0.033 0.685
H -0.360 -0.207 0.987
H 0.554 0.166 -0.242
H -0.999 -0.262 -0.402
H 0.183 -0.558 -0.389
H 1.061 0.608 -0.127
O 0.085 1.025 -0.226
C 0.349 -0.933 -0.589
O 0.120 1.860 0.246
C -0.535 -1.428 1.123
C 0.684 -0.420 1.363
C 0.343 -0.115 -0.673
H -0.373 0.365 -0.102
H -0.525 -0.300 -0.760
H -0.246 0.388 0.362
H 0.258 -0.057 -0.737
H 0.502 0.019 0.075
H -0.704 -0.255 -0.205
O 0.233 -1.930 1.670
C -0.156 1.930 -4.471
O -0.466 1.094 -0.122
C 0.297 -1.984 1.433
C -1.625 1.222 -0.554
C 0.962 -0.059 0.114
H 0.477 -0.219 -0.376
H 0.227 0.656 -0.476
H 1.156 -0.674 1.279
H 0.534 0.179 0.000
H -0.795 -1.043 0.075
H -0.923 0.941 1.461
O -0.234 0.629 -0.106
C 1.364 -0.632 -0.032
O 0.465 0.874 1.807
C 0.573 0.094 -1.410
C 0.915 0.941 -2.003
C -1.096 -0.865 0.238
H -0.324 -1.176 0.299
H -0.549 0.077 0.408
H 0.723 -0.537 0.724
H -1.435 -0.546 0.917
H 0.229 0.404 0.141
H -0.507 0.770 -0.779
O 0.692 -0.030 -0.485
C -0.468 -0.143 1.041
O -0.342 -0.096 -0.593
C -1.952 0.772 -1.621
C -0.326 -0.452 0.575
C 1.398 -0.715 0.851
H 1.329 0.106 0.504
H -0.193 0.235 0.659
H 0.272 -0.485 0.006
H -0.154 0.013 0.488
H -0.037 1.093 0.037
H -0.338 -0.376 -1.526

Calculated values
Spin multiplicity: 1
LUMO energy in eV: 0.5
Energy in eV: -88766.0048
Highest occupied orbital energy in eV: -9.57